Record 1
{
  "formula": "C11H5LaNO4",
  "method": "wB97M-V/def2-TZVPD",
  "species": ["La", "O", "O", "O", "O", "N", "C", "C", "C", "C", "C", "C", "C", "C", "C", "C", "C", "H", "H", "H", "H", "H"],
  "xyz": [[-0.99061, 2.84909, -1.09064], [-4.40734, 3.09193, -0.36302], [-2.09318, -1.22275, -5.52415], [1.37989, 4.88178, -2.75880], [-2.96067, 3.35940, -3.95203], [-0.47274, 0.66072, -0.20136], [-2.35183, 2.88756, -3.07257], [2.72142, -2.38274, 1.82504], [0.04762, -1.60313, 2.27017], [0.60454, 4.17468, -2.34985], [2.06511, -1.60026, 0.88221], [-2.02654, -0.35053, -4.79136], [2.05398, -2.70764, 3.01283], [0.74773, -1.09990, 1.14934], [-3.32508, 2.90177, -0.72450], [0.69738, -2.39874, 3.22846], [0.12545, -0.11933, 0.45599], [3.78291, -2.64403, 1.63200], [2.52750, -1.33100, -0.06817], [0.24952, -2.73311, 4.18422], [-1.01103, -1.39534, 2.49733], [2.63597, -3.21841, 3.75885]],
  "e_tot_ev": -21993.7701,
  "total_charge": 3,
  "multiplicity": 1,
  "lumo_ev": -14.267
}

Record 2
{
  "formula": "C11H23N3O3",
  "method": "wB97M-V/def2-TZVPD",
  "species": ["O", "O", "O", "N", "N", "N", "C", "C", "C", "C", "C", "C", "C", "C", "C", "C", "C", "H", "H", "H", "H", "H", "H", "H", "H", "H", "H", "H", "H", "H", "H", "H", "H", "H", "H", "H", "H", "H", "H", "H"],
  "xyz": [[4.00432, -2.27804, -0.36068], [-0.15422, -1.85700, 1.76449], [4.27876, -0.57363, -1.84772], [1.77755, -1.48795, 0.47914], [-0.45699, -0.37147, -1.24447], [-5.79831, -1.23304, -0.80378], [-5.00226, -0.19590, 0.06052], [2.87422, 0.88769, 0.45823], [2.52954, -0.41701, -0.30294], [-1.84470, 0.10285, 0.89941], [-3.91613, 0.37719, -0.75430], [0.41571, -1.13293, 0.97142], [4.05607, 0.83210, 1.60045], [3.30383, 1.94326, -0.64379], [-0.39861, 0.01222, 0.26128], [-2.91107, 1.12127, 0.14438], [3.65966, -1.04125, -0.87868], [-3.27374, -0.33631, -1.45510], [-1.67457, 0.44064, 1.85016], [-6.39844, -1.63944, -0.07035], [-4.29356, 1.03552, -1.51387], [2.10683, 1.53539, 0.88955], [4.35471, 1.93287, 1.94719], [-2.46118, 1.99464, -0.34005], [3.85375, 0.12813, 2.37330], [-0.60957, -1.42765, -1.35247], [1.76927, -0.20446, -1.00256], [3.17305, 2.97838, 0.01559], [2.57692, 1.97046, -1.51780], [-3.45175, 1.58490, 0.88951], [-5.03702, -2.01511, -1.11274], [5.02333, 0.31842, 1.16775], [0.18294, 1.03574, 0.10335], [-2.24555, -0.87828, 0.92919], [4.35732, 1.75870, -1.17221], [-5.70610, 0.57876, 0.49679], [-4.55180, -0.76710, 0.84062], [4.66137, -2.76239, -0.99435], [-1.01498, 0.38131, -1.69656], [2.24140, -2.33149, 0.92209]],
  "e_tot_ev": -22389.5324,
  "smiles": "CC(C)[C@H](NC(=O)[C@@H](N)CCCCN)C(=O)O",
  "multiplicity": 1,
  "lumo_ev": 0.566
}

Record 3
{
  "formula": "CH3ClO2S2",
  "method": "wB97M-V/def2-TZVPD",
  "species": ["Cl", "S", "S", "O", "O", "C", "H", "H", "H"],
  "xyz": [[-4.14147, 0.22212, -0.21841], [-4.72368, -1.64761, 0.36929], [-1.45072, 1.66551, -0.07660], [-1.07059, 2.40375, 1.11192], [-1.11666, 2.32176, -1.34146], [-0.66024, -0.02032, -0.13114], [-1.06970, -0.52348, -0.89702], [0.35173, 0.11588, -0.03827], [-1.03420, -0.28655, 0.81872]],
  "e_tot_ev": -39368.7489,
  "multiplicity": 1,
  "lumo_ev": [-4.209, -4.219]
}